(1)
A cluster of 3 separate species, C20H58BN6O8P4 in total at a distorted geometry. Source: the OMol25 dataset; level of theory: the ωB97M-V functional and the def2-TZVPD basis.

As for the total energy: -3117.37155 Eh. As for the molecular weight: 645.43 g/mol. As for the lowest unoccupied orbital energy: 0.026 Eh. As for the charge: -1. The calculation puts the HOMO energy at -4.3 eV. The maximum force comes out at 7.47 eV Å⁻¹.

The geometry in XYZ format:
```
97
Properties=species:S:1:pos:R:3:lowdin_charge:R:1
C -0.11 1.84 2.84 -0.07
C 0.01 0.66 1.77 -0.24
O 1.03 -0.29 2.10 -0.01
B 2.23 -0.09 1.36 -0.51
O 2.49 -0.98 0.27 0.12
C 3.29 1.06 1.77 -0.28
O 4.05 1.69 0.73 -0.32
P 5.64 1.96 1.41 0.32
P 5.08 3.68 2.68 0.54
O 5.49 5.05 2.12 -0.58
O 5.48 0.75 2.68 -0.35
C 4.15 0.33 2.96 -0.31
C 3.44 0.88 4.24 -0.15
C 3.53 -0.07 5.50 -0.19
C 5.06 -0.35 5.83 -0.17
C 5.52 -1.76 5.28 -0.24
O 4.99 -2.80 6.12 -0.10
H -1.08 2.37 2.73 0.08
H 0.02 1.34 3.83 0.08
H 0.70 2.60 2.73 0.07
H 0.05 1.04 0.72 0.12
H -0.97 0.11 1.85 0.11
H 2.33 -1.86 0.64 0.09
H 2.61 1.89 2.11 0.09
H 6.31 1.08 0.47 -0.03
H 5.98 3.00 0.44 -0.04
H 6.98 2.23 1.92 -0.04
H 3.65 3.65 2.92 -0.03
H 5.67 3.48 3.98 -0.03
H 4.04 -0.75 2.68 0.13
H 3.94 1.84 4.53 0.09
H 2.35 1.10 4.08 0.10
H 3.13 0.51 6.38 0.10
H 2.91 -1.00 5.41 0.10
H 5.64 0.49 5.37 0.11
H 5.19 -0.31 6.94 0.11
H 6.64 -1.76 5.27 0.12
H 5.12 -1.86 4.24 0.10
H 4.04 -2.78 5.98 0.06
O -1.67 2.38 -1.50 -0.30
P -1.92 2.04 -2.98 0.76
N -0.26 1.99 -3.38 -0.35
C 0.59 2.98 -4.01 -0.13
C 0.49 0.84 -2.92 -0.11
N -2.75 3.51 -3.33 -0.30
C -2.42 4.47 -4.36 -0.14
C -3.27 4.26 -2.18 -0.15
N -2.33 1.50 -4.64 -0.29
C -3.09 0.24 -4.54 -0.16
C -1.46 1.40 -5.79 -0.14
H 1.11 2.54 -4.86 0.08
H 1.35 3.37 -3.32 0.09
H 0.05 3.84 -4.40 0.05
H 0.23 -0.05 -3.51 0.07
H 0.27 0.62 -1.87 0.06
H 1.57 0.98 -2.99 0.09
H -1.58 5.11 -4.08 0.08
H -3.27 5.14 -4.54 0.08
H -2.23 4.02 -5.33 0.06
H -2.47 4.81 -1.67 0.09
H -3.75 3.60 -1.47 0.07
H -4.03 4.98 -2.49 0.08
H -2.44 -0.59 -4.20 0.07
H -3.55 -0.04 -5.49 0.08
H -3.90 0.34 -3.81 0.07
H -0.66 0.66 -5.67 0.08
H -1.02 2.36 -6.06 0.06
H -2.05 1.11 -6.67 0.09
O -4.53 -2.68 1.39 -0.31
P -3.33 -3.08 0.53 0.76
N -3.75 -2.08 -0.79 -0.35
C -4.42 -2.38 -2.04 -0.13
C -3.54 -0.65 -0.60 -0.12
N -3.78 -4.74 0.41 -0.31
C -3.96 -5.52 -0.80 -0.14
C -4.74 -5.23 1.40 -0.15
N -1.80 -3.51 -0.30 -0.29
C -0.67 -3.10 0.57 -0.14
C -1.41 -3.25 -1.67 -0.13
H -3.83 -2.01 -2.88 0.06
H -5.41 -1.92 -2.10 0.09
H -4.55 -3.44 -2.22 0.05
H -2.47 -0.42 -0.64 0.06
H -3.93 -0.33 0.37 0.08
H -4.04 -0.05 -1.36 0.07
H -4.92 -5.32 -1.28 0.08
H -3.95 -6.59 -0.57 0.08
H -3.16 -5.39 -1.52 0.06
H -5.77 -4.92 1.14 0.08
H -4.51 -4.86 2.39 0.07
H -4.72 -6.32 1.46 0.08
H -0.59 -2.01 0.61 0.06
H 0.28 -3.52 0.24 0.08
H -0.83 -3.47 1.59 0.09
H -1.31 -2.18 -1.89 0.08
H -2.08 -3.71 -2.39 0.06
H -0.43 -3.71 -1.86 0.09
```

(2)
The ion C7H13IN2 with charge +2 at a distorted geometry. Source: the OMol25 dataset; level of theory: the ωB97M-V functional and the def2-TZVPD basis.

As for the total energy: -681.01954 Eh. Its SMILES is CCC[N@@+]1(C)C=C[NH+]=C1I. As for the molecular weight: 252.10 g/mol. As for the lowest unoccupied orbital energy: -0.363 Eh. As for the charge: +2. The calculation puts the HOMO energy at -18.6 eV. The energy above the lowest of the compared OMol25 structures with the same formula, charge and spin is 0.00 kcal/mol. The maximum force comes out at 2.82 eV Å⁻¹.

The geometry in XYZ format:
```
23
Properties=species:S:1:pos:R:3:lowdin_charge:R:1
C -1.19 2.76 -0.58 0.04
C -0.30 1.93 -0.02 0.03
C -2.40 0.92 -0.18 -0.61
C 1.58 -2.02 -0.95 -0.07
C -0.91 0.39 1.76 0.03
C 1.06 -0.95 0.01 -0.22
C -0.29 -0.46 -0.51 -0.12
N -2.42 2.13 -0.66 0.14
N -0.91 0.67 0.30 -0.23
I -3.89 -0.47 -0.02 1.29
H -1.04 3.77 -0.93 0.16
H 0.75 2.09 0.18 0.17
H 0.88 -2.84 -1.05 0.09
H 1.79 -1.62 -1.94 0.09
H 2.51 -2.42 -0.55 0.10
H -1.44 1.17 2.30 0.13
H -1.38 -0.57 1.96 0.11
H 0.12 0.37 2.12 0.13
H 1.78 -0.13 0.07 0.12
H 0.96 -1.40 0.99 0.12
H -0.19 -0.10 -1.53 0.16
H -1.00 -1.30 -0.50 0.11
H -3.25 2.58 -1.06 0.21
```

(3)
A cluster of 2 separate species, C3H5ClN2 in total at a distorted geometry. Source: the OMol25 dataset; level of theory: the ωB97M-V functional and the def2-TZVPD basis.

As for the total energy: -686.79139 Eh. The spin multiplicity is 3. As for the molecular weight: 104.54 g/mol. As for the lowest unoccupied orbital energy (spin up / spin down): 0.025 / -0.094 Eh. As for the charge: 0. The calculation puts the HOMO energy (spin up / spin down) at -6.1 / -10.0 eV. The energy above the lowest of the compared OMol25 structures with the same formula, charge and spin is 16.81 kcal/mol. The maximum force comes out at 4.86 eV Å⁻¹.

The geometry in XYZ format:
```
11
Properties=species:S:1:pos:R:3:mulliken_spin:R:1
C 2.26 -1.41 -0.05 0.41
C -2.41 1.64 -0.08 0.00
C 1.25 -0.64 0.05 0.57
N 3.26 -2.01 -0.26 0.56
N -3.29 0.77 0.11 0.00
Cl 1.76 1.13 -0.02 0.43
H -2.59 2.55 0.48 0.00
H -1.33 1.41 -0.36 0.00
H 0.20 -0.91 0.07 0.01
H 3.98 -2.38 0.39 0.02
H -3.07 -0.16 -0.33 0.00
```

(4)
A cluster of 8 separate species, C24H68N4O12 in total at a distorted geometry. Source: the OMol25 dataset; level of theory: the ωB97M-V functional and the def2-TZVPD basis.

As for the total energy: -2076.81226 Eh. Its SMILES is COC[C@H](C)N.COC[C@H](C)N.COC[C@H](C)N.COC[C@H](C)N.OCCO.OCCO.OCCO.OCCO. As for the molecular weight: 604.82 g/mol. As for the lowest unoccupied orbital energy: 0.014 Eh. As for the charge: 0. The calculation puts the HOMO energy at -9.0 eV. The energy above the lowest of the compared OMol25 structures with the same formula, charge and spin is 93.79 kcal/mol. The maximum force comes out at 3.01 eV Å⁻¹.

The geometry in XYZ format:
```
108
Properties=species:S:1:pos:R:3:lowdin_charge:R:1
C 6.78 2.17 -2.13 -0.28
C 7.15 1.77 -0.73 -0.20
O 6.43 2.69 0.14 -0.07
O 5.48 1.79 -2.48 -0.09
H 7.29 1.66 -2.94 0.12
H 6.76 3.22 -2.43 0.13
H 8.21 1.77 -0.51 0.12
H 6.83 0.73 -0.59 0.11
H 5.55 2.82 -0.22 0.07
H 5.41 1.02 -3.05 0.09
C 0.34 5.14 -3.91 -0.23
C 1.27 6.06 -4.75 -0.23
O 1.34 5.73 -6.14 -0.08
O 1.15 4.40 -3.02 -0.08
H -0.31 4.54 -4.55 0.12
H -0.31 5.74 -3.28 0.11
H 2.27 6.21 -4.35 0.12
H 0.80 7.04 -4.73 0.11
H 2.00 5.06 -6.33 0.08
H 1.70 3.82 -3.54 0.08
C 3.07 1.34 8.35 -0.24
C 3.18 0.24 7.29 -0.21
O 3.68 0.87 6.04 -0.08
O 4.39 1.87 8.61 -0.07
H 2.76 0.81 9.25 0.11
H 2.37 2.12 8.02 0.12
H 2.17 -0.09 7.09 0.11
H 3.90 -0.51 7.62 0.11
H 3.33 0.35 5.32 0.07
H 4.84 1.11 8.99 0.07
C -0.56 -1.94 0.17 -0.25
C 0.73 -1.13 0.46 -0.20
O 1.52 -1.83 1.45 -0.09
O -0.21 -3.25 -0.21 -0.06
H -1.08 -1.51 -0.69 0.11
H -1.21 -1.88 1.05 0.12
H 0.58 -0.12 0.82 0.12
H 1.42 -1.16 -0.38 0.11
H 1.24 -2.75 1.38 0.06
H -0.98 -3.82 -0.20 0.10
C 1.22 -6.85 -12.15 -0.07
C 0.46 -5.96 -11.17 -0.45
C 0.44 -6.55 -9.74 -0.19
O -0.22 -5.62 -8.89 -0.20
C -0.06 -5.90 -7.50 -0.12
N 1.08 -4.66 -11.14 0.03
H 0.98 -6.47 -13.14 0.07
H 0.79 -7.85 -12.10 0.07
H 2.30 -6.90 -11.95 0.08
H -0.55 -5.82 -11.55 0.13
H 1.39 -6.85 -9.30 0.12
H -0.07 -7.51 -9.69 0.12
H -0.21 -6.91 -7.12 0.08
H -0.72 -5.28 -6.90 0.09
H 0.98 -5.73 -7.22 0.08
H 0.66 -4.14 -10.38 0.07
H 0.87 -4.17 -12.00 0.07
C 3.21 9.22 8.03 -0.09
C 3.71 7.88 7.46 -0.40
C 3.14 7.87 6.00 -0.20
O 3.30 6.59 5.35 -0.19
C 2.75 6.50 4.00 -0.09
N 5.18 7.77 7.51 0.04
H 3.70 10.10 7.62 0.07
H 3.26 9.27 9.12 0.07
H 2.15 9.36 7.83 0.07
H 3.25 7.13 8.10 0.14
H 3.62 8.59 5.35 0.12
H 2.13 8.23 5.83 0.11
H 3.37 7.13 3.36 0.08
H 1.73 6.87 3.85 0.08
H 2.81 5.49 3.61 0.08
H 5.57 7.79 8.44 0.07
H 5.46 8.62 7.04 0.06
C -5.76 2.73 -0.06 -0.05
C -5.61 3.60 1.26 -0.39
C -4.18 3.69 1.89 -0.16
O -3.80 2.33 2.27 -0.22
C -3.06 2.34 3.46 -0.13
N -6.01 4.97 0.89 0.00
H -5.23 3.26 -0.85 0.07
H -6.79 2.56 -0.40 0.07
H -5.21 1.80 0.04 0.06
H -6.33 3.25 2.00 0.12
H -4.12 4.40 2.71 0.11
H -3.41 3.94 1.17 0.13
H -2.83 1.30 3.67 0.09
H -3.59 2.83 4.27 0.08
H -2.16 2.94 3.29 0.08
H -6.00 5.56 1.71 0.06
H -7.00 4.99 0.70 0.07
C -4.92 -7.38 2.03 -0.10
C -4.54 -8.38 1.03 -0.44
C -5.60 -9.51 0.91 -0.19
O -6.91 -9.18 0.39 -0.20
C -7.91 -10.18 0.36 -0.10
N -4.47 -7.76 -0.30 0.03
H -4.16 -6.61 2.17 0.08
H -5.03 -7.72 3.06 0.08
H -5.75 -6.74 1.75 0.09
H -3.52 -8.70 1.26 0.14
H -5.61 -9.94 1.91 0.12
H -5.22 -10.31 0.28 0.11
H -8.47 -10.28 1.29 0.08
H -7.35 -11.09 0.13 0.08
H -8.64 -9.96 -0.42 0.09
H -4.33 -8.56 -0.90 0.06
H -5.44 -7.56 -0.48 0.06
```

(5)
The molecule C11H20N2O5 at a distorted geometry. Source: the OMol25 dataset; level of theory: the ωB97M-V functional and the def2-TZVPD basis.

As for the total energy: -916.86803 Eh. Its SMILES is CC[C@H](C)[C@H](N)C(=O)N[C@@H](CCC(=O)O)C(=O)O. As for the molecular weight: 260.29 g/mol. As for the lowest unoccupied orbital energy: 0.024 Eh. As for the charge: 0. The calculation puts the HOMO energy at -9.4 eV. The energy above the lowest of the compared OMol25 structures with the same formula, charge and spin is 38.41 kcal/mol. The maximum force comes out at 5.29 eV Å⁻¹.

The geometry in XYZ format:
```
38
Properties=species:S:1:pos:R:3:lowdin_charge:R:1
C -1.22 0.36 -1.34 -0.25
C -0.24 1.14 -0.43 -0.45
C -2.53 0.25 -0.48 -0.32
C -3.81 -0.22 -1.29 -0.05
C -2.38 -0.37 0.93 -0.21
C -3.60 -0.04 1.82 -0.11
C 2.12 1.14 0.38 -0.17
C 3.33 1.28 -0.52 -0.48
C 2.37 0.28 1.65 -0.09
C 2.39 -1.26 1.39 -0.06
C 3.20 -1.64 0.08 -0.51
H -0.51 -0.89 -2.82 0.09
H -1.16 -1.72 -1.80 0.09
H -1.54 0.98 -2.21 0.16
H -2.70 1.34 -0.30 0.13
H -3.53 -1.09 -1.89 0.07
H -4.03 0.50 -2.03 0.05
H -4.73 -0.40 -0.72 0.07
H -1.50 0.04 1.42 0.09
H -2.25 -1.51 0.81 0.13
H -3.60 1.00 2.12 0.07
H -3.60 -0.45 2.86 0.07
H -4.59 -0.33 1.47 0.06
H 1.00 -0.43 -0.55 0.06
H 1.81 2.14 0.68 0.15
H 3.38 0.54 2.05 0.14
H 1.62 0.36 2.39 0.10
H 1.33 -1.72 1.10 0.16
H 2.85 -1.70 2.19 0.07
H 2.92 -1.35 -1.65 0.12
H 4.93 2.22 -0.63 0.18
N -0.57 -0.87 -1.80 0.05
N 0.97 0.54 -0.33 0.12
O -0.49 2.28 -0.03 0.05
O 3.52 0.74 -1.60 0.09
O 4.38 -1.54 0.07 0.14
O 2.34 -1.78 -0.98 0.05
O 4.14 2.18 -0.01 0.14
```

(6)
The molecule C2H6N4 at a distorted geometry. Source: the OMol25 dataset; level of theory: the ωB97M-V functional and the def2-TZVPD basis.

As for the total energy: -298.79720 Eh. Its SMILES is [H]/N=C(N)/C(N)=N/[H]. As for the molecular weight: 86.10 g/mol. As for the lowest unoccupied orbital energy: 0.021 Eh. As for the charge: 0. The calculation puts the HOMO energy at -9.3 eV. The energy above the lowest of the compared OMol25 structures with the same formula, charge and spin is 32.44 kcal/mol. The maximum force comes out at 5.10 eV Å⁻¹.

The geometry in XYZ format:
```
12
Properties=species:S:1:pos:R:3:lowdin_charge:R:1
C 0.08 0.10 -0.71 -0.50
C -0.17 -0.07 0.74 -0.41
H -0.28 -1.81 -1.08 0.05
H 0.36 -1.03 -2.47 0.13
H 0.69 1.23 -2.19 0.09
H 0.55 1.79 1.15 0.04
H -0.42 1.24 2.55 0.21
H -0.63 -1.42 2.04 0.03
N -0.12 -0.96 -1.54 0.11
N 0.32 1.28 -1.16 0.09
N 0.31 0.93 1.62 0.06
N -0.68 -1.27 1.05 0.11
```

(7)
A cluster of 2 separate species, C2H4INO in total at a distorted geometry. Source: the OMol25 dataset; level of theory: the ωB97M-V functional and the def2-TZVPD basis.

As for the total energy: -506.13163 Eh. The spin multiplicity is 3. As for the molecular weight: 184.96 g/mol. As for the lowest unoccupied orbital energy (spin up / spin down): -0.003 / -0.081 Eh. As for the charge: 0. The calculation puts the HOMO energy (spin up / spin down) at -9.0 / -9.7 eV. The energy above the lowest of the compared OMol25 structures with the same formula, charge and spin is 0.00 kcal/mol. The maximum force comes out at 1.05 eV Å⁻¹.

The geometry in XYZ format:
```
9
Properties=species:S:1:pos:R:3:mulliken_spin:R:1
C 0.83 -0.67 0.53 0.01
C 0.85 0.73 0.26 0.64
N -1.31 0.34 -1.12 0.86
O 1.27 -1.54 -0.21 0.30
I -2.82 0.17 0.12 0.18
H 0.35 -0.95 1.49 0.00
H 0.45 1.44 0.95 0.02
H 1.35 1.08 -0.63 0.03
H -0.99 -0.59 -1.40 -0.03
```

(8)
The molecule C4H7NO. Source: the OMol25 dataset; level of theory: the ωB97M-V functional and the def2-TZVPD basis.

As for the total energy: -286.48684 Eh. Its SMILES is C=C=NCOC. As for the molecular weight: 85.11 g/mol. As for the lowest unoccupied orbital energy: 0.032 Eh. As for the charge: 0. The calculation puts the HOMO energy at -9.2 eV. The energy above the lowest of the compared OMol25 structures with the same formula, charge and spin is 90.87 kcal/mol. The maximum force comes out at 0.93 eV Å⁻¹.

The geometry in XYZ format:
```
13
Properties=species:S:1:pos:R:3:lowdin_charge:R:1
C 2.08 0.95 -0.54 -0.09
O 1.11 1.15 0.47 -0.15
C -0.05 0.40 0.39 -0.21
C -2.15 -1.51 0.28 0.00
C -2.05 -0.22 0.00 -0.28
N -1.52 0.88 -0.13 0.11
H 1.86 1.59 -1.41 0.09
H 3.06 1.22 -0.13 0.09
H 2.15 -0.10 -0.88 0.09
H -0.30 0.15 1.42 0.12
H 0.11 -0.42 -0.29 0.10
H -2.36 -1.84 1.29 0.06
H -1.94 -2.25 -0.48 0.06
```